Entry 1:
ORCA calculation (the ωB97M-V functional and the def2-TZVPD basis) on C43H62BN13S2Ti as an isolated structure.

As for the orbital gap: 0.2530 Ha. Its molecular weight is 883.87 g/mol. For the total energy, the calculation gives -4058.01305 Ha. Its HOMO energy is -13.6 eV.

```
! wB97M-V def2-TZVPD RIJCOSX def2/J DEFGRID3
* xyz 2 1
Ti -0.1464 0.1292 -0.1667
C -2.9528 -3.5385 1.0585
C -3.0259 -2.4650 -0.0384
C -4.2681 -2.6840 -0.8994
C -3.0194 -1.0998 0.5933
C -4.1241 -0.3999 1.0431
C -3.6411 0.7497 1.6491
C -4.4064 1.8674 2.2886
C -4.1541 3.1613 1.5065
C -5.8919 1.5448 2.3838
N -2.2964 0.7345 1.5773
N -1.8991 -0.3731 0.8580
B -1.3369 1.2350 2.7140
N -0.3026 2.2028 2.1112
N 0.4618 1.8605 1.0101
C 1.5199 2.7404 0.9952
C 1.3873 3.5936 2.0741
C 0.2425 3.2422 2.7575
C -0.2050 3.8943 4.0414
C 0.0833 2.9944 5.2441
C -1.6237 4.4689 4.0391
C 2.7458 3.0710 0.1036
C 2.4744 4.3076 -0.7611
C 3.5682 2.0778 -0.7237
N -0.5692 0.0829 3.4001
N 0.7586 -0.0469 3.0571
C 1.3367 -0.7467 4.0196
C 0.3891 -1.1329 4.9787
C -0.8024 -0.5708 4.5777
C -2.1075 -0.6972 5.3252
C -2.4704 0.5215 6.1752
C -3.2805 -1.1105 4.4434
C 2.8252 -0.9595 4.0119
C 3.5134 0.1706 4.7816
C 3.2147 -2.3252 4.5664
H -2.8899 -4.5302 0.6091
H -2.1048 -3.4105 1.7355
H -3.8559 -3.5097 1.6699
H -2.1578 -2.5425 -0.7019
H -5.1698 -2.6744 -0.2852
H -4.3632 -1.9239 -1.6736
H -4.2172 -3.6623 -1.3769
H -5.1543 -0.6984 0.9569
H -4.0092 2.0052 3.2981
H -4.5029 3.0656 0.4759
H -4.6897 3.9900 1.9701
H -3.0912 3.4113 1.4913
H -6.3433 1.4641 1.3925
H -6.0732 0.6137 2.9230
H -6.4105 2.3428 2.9137
H -2.0081 1.8254 3.4856
H 2.0584 4.3977 2.3296
H 0.4695 4.7509 4.1199
H -0.5072 2.0823 5.2110
H 1.1371 2.7136 5.2817
H -0.1608 3.5192 6.1686
H -2.3809 3.7151 4.2458
H -1.7003 5.2272 4.8185
H -1.8655 4.9480 3.0894
H 3.4410 3.4031 0.8770
H 2.0119 4.0345 -1.7042
H 1.8374 5.0338 -0.2581
H 3.4223 4.7923 -0.9972
H 3.0093 1.5832 -1.5213
H 4.3564 2.6467 -1.2166
H 4.0849 1.3260 -0.1228
H 0.5428 -1.7243 5.8667
H -1.9189 -1.5201 6.0193
H -2.7184 1.3880 5.5588
H -3.3462 0.2913 6.7835
H -1.6620 0.8048 6.8487
H -3.6182 -0.2790 3.8275
H -3.0277 -1.9447 3.7852
H -4.1255 -1.4117 5.0639
H 3.1543 -0.8914 2.9651
H 3.2587 1.1443 4.3592
H 4.5977 0.0538 4.7582
H 3.1991 0.1662 5.8273
H 2.9375 -2.4067 5.6191
H 2.7239 -3.1437 4.0348
H 4.2926 -2.4748 4.5021
S 2.9353 1.9131 -6.8951
N 2.8440 0.4974 -6.1336
C 2.1500 0.7112 -5.0278
C 1.7495 -0.3143 -4.0817
C 1.8485 -1.6829 -4.3278
C 1.2253 -2.5514 -3.4572
C 0.5965 -2.0505 -2.3244
N 0.5748 -0.7540 -2.0207
C 1.0785 0.1046 -2.9373
C 0.7159 1.4972 -2.7469
N 0.0490 1.7597 -1.6167
C -0.5631 2.9421 -1.4944
C -0.5265 3.8920 -2.5035
C 0.2535 3.6674 -3.6226
C 0.9269 2.4560 -3.7374
C 1.7269 2.0508 -4.8769
N 2.1062 2.8383 -5.8697
H 2.3493 -2.0368 -5.2197
H 1.2038 -3.6158 -3.6436
H 0.0869 -2.7191 -1.6485
H -1.1155 3.1088 -0.5793
H -1.0798 4.8121 -2.3803
H 0.3349 4.4058 -4.4100
N 0.0970 -1.9686 0.7932
C 1.3329 -2.7112 1.1793
C 2.4133 -2.6328 0.1293
C 2.8958 -1.2020 -0.0834
N 1.9279 -0.1527 0.3452
H -0.3791 -1.7083 1.6561
H -0.5508 -2.6050 0.3381
H 1.0686 -3.7472 1.3939
H 1.6714 -2.2754 2.1157
H 2.0694 -3.0826 -0.7987
H 3.2591 -3.2449 0.4445
H 3.1494 -1.0126 -1.1266
H 3.8051 -1.0351 0.4982
H 2.3806 0.7302 0.1564
H 1.7982 -0.1491 1.3731
S -2.1983 0.0591 -1.7152
C -1.7319 0.3148 -3.3185
N -1.3682 0.4928 -4.4010
*
```

---

Entry 2:
ORCA calculation (the ωB97M-V functional and the def2-TZVPD basis) on a 3-piece molecular cluster, CH6NO4 overall at a distorted geometry.

As for the orbital gap: 0.3002 Ha. Its molecular weight is 96.06 g/mol. For the total energy, the calculation gives -397.50041 Ha. Its HOMO energy is -4.6 eV.

```
! wB97M-V def2-TZVPD RIJCOSX def2/J DEFGRID3
* xyz -1 1
N -1.3887 -1.7194 0.3087
C -0.7497 -0.9692 1.3695
O -0.3198 0.1712 1.0420
O -1.0493 -1.3729 2.5038
H -0.9158 -1.6948 -0.5810
H -1.9274 -2.5459 0.4805
H 1.8753 1.4141 -2.7620
H 1.6344 0.9717 -4.2092
O 1.5929 1.7233 -3.6382
H 0.5360 0.9457 0.2482
H 0.6198 2.2209 -0.5638
O 1.2370 1.5181 -0.3120
*
```

---

Entry 3:
ORCA calculation (the ωB97M-V functional and the def2-TZVPD basis) on C19H27F6N6O3PSTi as an isolated structure.

As for the orbital gap (spin up / spin down): 0.3120 / 0.3248 Ha. Its molecular weight is 612.36 g/mol. For the total energy, the calculation gives -3482.73775 Ha. Its HOMO energy (spin up / spin down) is -11.5 / -12.0 eV. As for the expectation value of S²: 0.75.

```
! wB97M-V def2-TZVPD RIJCOSX def2/J DEFGRID3
* xyz 1 2
Ti 0.0069 -1.3934 -0.1648
C 3.4663 -4.2162 0.3676
C 2.3179 -3.4428 -0.2076
N 1.8218 -2.3928 0.3379
O 2.3449 -1.8873 1.5072
C 1.7281 -3.9376 -1.4675
C 2.1367 -5.2875 -1.9812
N 0.9019 -3.3020 -2.2195
O 0.4550 -2.0995 -1.8099
H 4.0023 -3.7095 1.1651
H 4.1834 -4.4733 -0.4079
H 3.0791 -5.1483 0.7843
H 3.2754 -2.1438 1.5845
H 3.2083 -5.3515 -2.1698
H 1.6106 -5.4736 -2.9129
H 1.8709 -6.0704 -1.2685
S 1.2409 4.9967 -1.2210
C 1.1946 3.2526 -0.9079
C 1.1100 2.3652 -1.9765
C 1.0158 1.0118 -1.7217
N 1.0211 0.5140 -0.4779
C 1.1257 1.3676 0.5496
C 1.2028 2.7332 0.3837
C 2.5966 5.4402 -0.1436
C 3.9053 5.2286 -0.5480
C 4.9233 5.5914 0.3230
N 4.7084 6.1374 1.5169
C 3.4495 6.3533 1.8821
C 2.3558 6.0245 1.0895
H 1.1210 2.7279 -2.9947
H 0.9443 0.2870 -2.5233
H 1.1502 0.9234 1.5391
H 1.2754 3.3834 1.2443
H 4.1294 4.7974 -1.5141
H 5.9594 5.4393 0.0437
H 3.3008 6.8111 2.8531
H 1.3481 6.2330 1.4227
F -0.6312 -1.8932 1.7482
P -1.6397 -3.3728 1.5963
F -0.2592 -4.1647 1.4901
F -1.4708 -3.0251 -0.0404
F -1.6423 -3.4832 3.1586
F -2.8914 -2.3915 1.6105
F -2.5053 -4.6365 1.3007
C -2.4258 0.9563 1.9937
N -3.3696 0.4249 1.0225
C -4.6757 0.0644 1.5649
C -2.9159 -0.0598 -0.1459
O -1.6756 -0.2697 -0.3253
N -3.7753 -0.2856 -1.1527
C -3.3506 -1.0705 -2.3051
C -4.9981 0.4851 -1.3381
H -2.1053 0.1851 2.6958
H -2.9123 1.7617 2.5428
H -1.5575 1.3620 1.4812
H -4.5261 -0.3645 2.5555
H -5.1495 -0.6894 0.9442
H -5.3305 0.9325 1.6516
H -2.5228 -1.7189 -2.0391
H -3.0484 -0.4212 -3.1300
H -4.1861 -1.6874 -2.6340
H -5.0384 1.3097 -0.6334
H -5.8881 -0.1342 -1.2205
H -4.9964 0.8969 -2.3482
*
```

---

Entry 4:
ORCA calculation (the ωB97M-V functional and the def2-TZVPD basis) on a 2-piece molecular cluster, C2H6N3S2 overall at a distorted geometry.

As for the orbital gap: 0.3636 Ha. Its molecular weight is 136.23 g/mol. For the total energy, the calculation gives -1040.14378 Ha. Its HOMO energy is -13.9 eV.

```
! wB97M-V def2-TZVPD RIJCOSX def2/J DEFGRID3
* xyz 1 1
C -2.4524 0.1333 0.6712
C -0.6013 1.0073 -0.5502
N -1.3965 -0.5857 0.7190
N -0.3554 -0.0815 0.0955
N 1.9606 -1.3023 0.4540
S -2.2792 1.5238 -0.3269
S 0.8665 2.1728 -1.3794
H -3.3200 -0.0310 1.3388
H 1.4251 -2.2783 0.4450
H 0.9225 -0.6016 0.2289
H 2.4373 -1.0069 -0.4302
H 2.5794 -1.1521 1.2812
H 0.2134 2.2022 -2.5467
*
```

---

Entry 5:
ORCA calculation (the ωB97M-V functional and the def2-TZVPD basis) on C4H10N6O2 as an isolated structure at a distorted geometry.

As for the orbital gap: 0.4111 Ha. Its molecular weight is 174.16 g/mol. For the total energy, the calculation gives -636.81109 Ha. Its HOMO energy is -18.4 eV.

```
! wB97M-V def2-TZVPD RIJCOSX def2/J DEFGRID3
* xyz 2 1
C 1.7482 -0.5118 0.0312
C 0.9547 -1.0117 2.1080
C -1.5732 1.4917 -0.6442
C -0.2564 -0.6249 0.0402
N 2.0667 -0.6021 1.2873
N -0.2054 -1.1211 1.3313
N -1.6724 2.7967 -0.6439
N -0.5669 0.8859 -0.0133
N 2.5331 -0.4602 -1.0520
N -0.9253 -1.4928 -0.7281
O 0.9860 -1.3134 3.2576
O -2.6042 0.8997 -1.1712
H 2.9868 -0.5448 1.6592
H -1.0743 -1.3735 1.8601
H -0.8825 3.3246 -0.7272
H -2.4890 3.1538 -1.3153
H -0.0490 1.4830 0.5713
H 2.1088 -0.5603 -1.8882
H 3.6481 -0.4209 -1.0856
H -2.7989 -0.0621 -0.9925
H -0.9341 -2.4488 -0.1888
H -1.0008 -1.4869 -1.6960
*
```

---

Entry 6:
ORCA calculation (the ωB97M-V functional and the def2-TZVPD basis) on C32H30N3O7RhSb as an isolated structure.

As for the orbital gap: 0.2578 Ha. Its molecular weight is 793.27 g/mol. For the total energy, the calculation gives -2279.31950 Ha. Its HOMO energy is -5.9 eV.

```
! wB97M-V def2-TZVPD RIJCOSX def2/J DEFGRID3
* xyz -1 1
Rh -0.2396 -0.0230 0.8130
N -0.7589 -1.1315 2.3682
C 0.3862 -1.1430 3.3157
C 1.6515 -1.3234 2.4740
O 2.5368 -2.0838 2.8336
N 1.6006 -0.5999 1.3334
C 2.2683 -1.1627 0.1714
C 1.1999 -1.7759 -0.7586
O 1.5219 -2.2558 -1.8256
O -0.0254 -1.7140 -0.2926
H -1.6200 -0.7830 2.7806
H -0.9333 -2.0592 1.9846
H 0.3067 -1.9575 4.0324
H 0.3946 -0.1909 3.8446
H 2.9609 -1.9529 0.4644
H 2.8300 -0.4127 -0.3894
O -0.4532 5.6077 4.8782
C -1.3106 5.3412 4.0175
O -2.3597 5.9139 3.6869
C -1.0091 4.0448 3.2135
C 0.2346 3.4311 3.3163
C 0.4872 2.2712 2.6158
N -0.4526 1.7079 1.8457
C -1.6594 2.2898 1.7246
C -1.9628 3.4619 2.3862
C -2.6393 1.5550 0.8305
O -3.7515 2.0029 0.6418
O -2.1788 0.4455 0.3327
H 0.9768 3.8799 3.9623
H 1.4423 1.7605 2.6404
H -2.9319 3.9249 2.2644
C -0.3965 -2.8543 -4.5879
C -1.0172 -1.9254 -5.6000
C -1.1861 -2.3462 -6.9168
C -1.7469 -1.5136 -7.8748
C -2.1596 -0.2391 -7.5214
C -1.9943 0.1940 -6.2118
C -1.4176 -0.6280 -5.2478
Sb -1.1463 0.0083 -3.2068
C -2.1675 1.9063 -3.2615
C -3.2411 1.9339 -2.3659
C -3.9814 3.0865 -2.1503
C -3.6513 4.2395 -2.8420
C -2.5847 4.2291 -3.7281
C -1.8233 3.0822 -3.9478
C -0.6533 3.1918 -4.8941
C 0.8659 0.7340 -3.4745
C 1.6378 0.3403 -4.5620
C 2.9580 0.7480 -4.6885
C 3.5255 1.5610 -3.7195
C 2.7686 1.9539 -2.6262
C 1.4448 1.5451 -2.4915
C 0.6687 1.9636 -1.2744
H -0.1438 -3.8110 -5.0450
H -1.0815 -3.0448 -3.7584
H 0.5117 -2.4400 -4.1418
H -0.8710 -3.3463 -7.1930
H -1.8665 -1.8650 -8.8925
H -2.6104 0.4162 -8.2565
H -2.3443 1.1819 -5.9380
H -3.4750 1.0525 -1.7784
H -4.7800 3.0827 -1.4207
H -4.2094 5.1534 -2.6802
H -2.3210 5.1382 -4.2588
H 0.2065 3.6508 -4.3983
H -0.9149 3.8203 -5.7475
H -0.3238 2.2269 -5.2661
H 1.1995 -0.2905 -5.3289
H 3.5425 0.4298 -5.5429
H 4.5542 1.8861 -3.8108
H 3.2088 2.5881 -1.8643
H 1.1546 2.7559 -0.7073
H 0.6219 1.0957 -0.5853
H -0.3559 2.2608 -1.4966
*
```

---

Entry 7:
ORCA calculation (the ωB97M-V functional and the def2-TZVPD basis) on one molecule with the formula C4H8S3 at a distorted geometry.

As for the orbital gap: 0.3148 Ha. Its molecular weight is 152.31 g/mol. For the total energy, the calculation gives -1351.75157 Ha. Its SMILES is CSCSC(C)=S. Its HOMO energy is -8.6 eV.

```
! wB97M-V def2-TZVPD RIJCOSX def2/J DEFGRID3
* xyz 0 1
C -2.8200 -0.1796 -0.5529
C -0.8092 0.4912 1.1947
C 1.7428 0.2947 0.0571
C 2.8434 -0.5861 -0.5866
H -3.5025 0.1651 -1.3711
H -3.4035 -0.5728 0.2877
H -2.1405 -0.9601 -0.9439
H -0.2885 1.3334 1.6752
H -1.4090 -0.0691 1.8737
H 2.9657 -1.5531 -0.0805
H 2.5281 -0.7425 -1.6879
H 3.8056 -0.0633 -0.5336
S -1.8036 1.2524 -0.1036
S 0.4328 -0.7088 0.6428
S 1.8584 1.8986 0.1289
*
```

---

Entry 8:
ORCA calculation (the ωB97M-V functional and the def2-TZVPD basis) on one molecule with the formula C11H13NO2 at a distorted geometry.

As for the orbital gap: 0.3659 Ha. Its molecular weight is 191.23 g/mol. For the total energy, the calculation gives -632.18892 Ha. Its SMILES is O=C1C[C@H](COc2ccccc2)CN1. Its HOMO energy is -9.2 eV.

```
! wB97M-V def2-TZVPD RIJCOSX def2/J DEFGRID3
* xyz 0 1
O 4.5999 0.9038 0.0687
C 3.4885 0.5017 -0.0881
C 2.8599 -0.7732 0.4948
C 1.3338 -0.4982 0.4555
C 0.6690 -1.3034 -0.6722
O -0.5816 -1.8874 -0.3008
C -1.5715 -0.9325 -0.1213
C -2.1590 -0.3339 -1.2344
C -3.1415 0.6304 -1.0664
C -3.5447 0.9764 0.2214
C -2.9704 0.3607 1.3278
C -1.9796 -0.6019 1.1644
C 1.3070 0.9958 0.1291
N 2.4630 1.1187 -0.7895
H 3.1744 -1.5538 -0.1873
H 3.2268 -0.8750 1.5099
H 0.8884 -0.6827 1.4218
H 1.2927 -2.1281 -0.9974
H 0.5309 -0.6415 -1.5259
H -1.8199 -0.6583 -2.2066
H -3.5724 1.0896 -1.9406
H -4.3171 1.7201 0.3353
H -3.2749 0.6240 2.3282
H -1.5187 -1.0872 2.0079
H 1.5690 1.5591 1.0315
H 0.3888 1.4168 -0.2634
H 2.6592 2.0600 -1.1026
*
```

---

> total energy of number 6 (C32H30N3O7RhSb)?

-2279.31950 Ha

---

> The lowest total energy belongs to which entry?

C43H62BN13S2Ti

---

> Look up the molecular weight of the fifth one.

174.16 g/mol